(1)
Molecular formula: CH5N4
Method: DFT, the ωB97M-V functional and the def2-TZVPD basis

## Properties
- 2S+1 = 3
- net charge = +1
- orbital gap (alpha / beta) (eV) = 5.39 / 7.86

The geometry in XYZ format:
```
10
Properties=species:S:1:pos:R:3:mulliken_spin:R:1
C -0.45 -0.18 0.21 0.11
N -1.49 0.66 0.64 0.94
N -0.27 0.46 1.47 0.88
N -0.07 -1.23 -0.58 -0.03
N 0.47 0.03 -0.90 0.01
H -1.49 1.59 0.34 0.03
H -0.47 -0.07 2.27 0.00
H 0.66 -1.93 -0.09 0.02
H 0.34 0.44 -1.91 0.01
H 1.29 0.33 -0.29 0.03
```

=====

(2)
Molecular formula: CH5N4O2
Method: DFT, the ωB97M-V functional and the def2-TZVPD basis

## Properties
- net charge = +1
- orbital gap (eV) = 10.43

The geometry in XYZ format:
```
12
Properties=species:S:1:pos:R:3:mulliken_charge:R:1
C 1.40 -0.07 -0.24 0.46
N -1.56 -0.51 -0.26 0.07
N 1.52 -0.40 0.97 -0.21
N -1.06 0.08 0.67 -0.18
N 1.33 0.57 -1.23 -0.14
O -1.27 1.40 0.80 -0.30
O -2.48 0.14 -1.17 -0.37
H 0.61 -0.29 1.42 0.33
H 2.19 -0.96 1.46 0.29
H 1.25 0.51 -2.20 0.32
H -1.27 1.80 -0.08 0.36
H -2.81 -0.43 -1.86 0.37
```

=====

(3)
Molecular formula: CH5N4O2
Method: DFT, the ωB97M-V functional and the def2-TZVPD basis

## Properties
- net charge = +1
- orbital gap (eV) = 11.24

The geometry in XYZ format:
```
12
Properties=species:S:1:pos:R:3:mulliken_charge:R:1
C 2.85 -0.17 0.24 0.52
N 3.87 0.17 -0.22 -0.20
N -0.32 -0.91 -0.55 -0.42
N -2.32 -1.32 0.42 -0.55
N -1.35 -0.94 -0.09 1.03
O 1.81 -0.33 0.76 -0.53
O -2.11 1.35 0.12 -0.66
H -2.78 1.82 0.58 0.31
H 4.76 0.05 -0.68 0.33
H 0.77 -0.74 -0.20 0.45
H -2.04 1.71 -0.78 0.35
H -3.13 -0.69 0.40 0.37
```

=====

(4)
Molecular formula: CH5N7
Method: DFT, the ωB97M-V functional and the def2-TZVPD basis

## Properties
- 2S+1 = 3
- net charge = 0
- orbital gap (alpha / beta) (eV) = 7.19 / 6.81

The geometry in XYZ format:
```
13
Properties=species:S:1:pos:R:3:mulliken_spin:R:1
C 1.31 1.13 0.41 -0.02
N 1.19 -0.86 -0.74 0.01
N 1.91 -0.93 0.57 0.03
N 0.65 0.48 -0.66 0.39
N 2.05 0.34 1.08 0.00
N -0.56 0.52 -0.38 0.55
N -1.28 -0.49 -0.62 0.59
N -2.45 -0.10 -0.16 0.37
H 1.01 2.22 0.45 0.01
H 0.39 -1.52 -0.62 0.01
H 1.47 -1.52 1.34 0.00
H -2.32 0.93 0.02 0.01
H -3.38 -0.20 -0.70 0.04
```

=====

We obtain relative energy (zero: lowest compared OMol25 entry of this formula, charge and spin) values of 6.945; 3.352; 1.610; 2.300 eV for the records listed above, in that order.
We obtain maximum force values of 5.8; 4.3; 2.7; 8.6 eV/Å for the records listed above, in that order.
We obtain total energy values of -259.4385; -410.1698; -410.2339; -424.0479 Eh for the records listed above, in that order.